This record from the OMol25 dataset describes a 4-piece molecular cluster, C18H33N6O6S2 overall in a non-equilibrium geometry. The level of theory is ωB97M-V with the def2-TZVPD basis set.

Computed properties:
net charge = -1
lowest unoccupied orbital energy = 2.07 eV
orbital gap = 4.63 eV
energy above the lowest of the compared OMol25 structures with the same formula, charge and spin = 7.2971 eV
highest occupied orbital energy = -2.57 eV

Geometry (Å):
C 0.822 0.881 -9.395
C 0.037 5.194 -5.046
H 0.571 -0.904 4.595
C -3.815 -3.698 6.885
O -0.741 -0.149 -2.479
H 1.421 3.389 -3.413
C -0.194 -0.751 6.593
H 2.495 1.229 7.078
O -1.782 -2.598 1.643
H 1.968 -0.137 8.084
H 0.714 2.524 -8.018
C 2.013 4.248 -3.749
H -3.307 -4.532 4.255
N -1.462 -0.659 3.458
H -0.772 0.146 3.540
C -2.722 -2.471 4.375
C 1.967 0.960 -7.180
H 1.117 -3.211 -1.754
O 2.118 -0.414 -0.607
H -0.615 4.374 -4.725
H 3.633 -0.061 7.511
C -4.634 -3.483 5.617
N 1.217 4.529 -7.475
H -0.583 6.087 -5.180
N -1.837 -1.573 4.401
H 0.388 -0.544 -7.146
H 2.451 1.624 -6.455
H -3.057 -2.919 7.014
H 2.344 -1.695 6.161
N 0.296 0.124 -10.255
C 0.788 -0.340 5.508
C 0.345 -2.392 -1.359
C 1.121 5.460 -4.001
O 2.171 -2.515 0.731
H -5.134 -2.508 5.678
C 2.595 0.149 7.233
H 0.657 0.725 5.288
H 1.265 -0.373 -5.627
H -1.552 -0.566 -2.060
H 2.753 4.475 -2.975
C -3.789 -3.553 4.343
C 0.858 0.184 -6.477
H 2.563 3.957 -4.649
H -4.424 -3.406 3.463
C 2.218 -0.622 5.972
H -0.682 -2.884 -1.094
C 1.456 1.793 -8.357
O 1.030 -1.289 -3.685
H 0.082 0.861 -6.102
O 0.281 -2.630 3.108
H -2.375 -0.323 3.076
H -5.420 -4.245 5.568
N 0.142 -0.658 1.150
H 2.730 0.253 -7.528
C 0.237 -1.269 -2.591
S -0.663 -1.724 2.274
H -4.463 -3.668 7.766
H 0.646 5.753 -3.058
S 1.203 -1.514 0.059
H -3.310 -4.671 6.866
H 2.914 -0.352 5.170
H 2.285 2.340 -8.818
C 0.682 4.831 -6.374
H 1.749 6.301 -4.321
N -1.009 -1.093 7.493

---

This record from the OMol25 dataset describes C18H33N6OReS3 as an isolated structure in a non-equilibrium geometry. The level of theory is ωB97M-V with the def2-TZVPD basis set.

Computed properties:
net charge = +3
2S+1 = 4
lowest unoccupied orbital energy (spin up / spin down) = -9.50 / -10.92 eV
orbital gap (spin up / spin down) = 7.27 / 6.02 eV
<S²> = 3.8029
energy above the lowest of the compared OMol25 structures with the same formula, charge and spin = 0.5494 eV
highest occupied orbital energy (spin up / spin down) = -16.78 / -16.93 eV

Geometry (Å):
H 4.010 1.157 -0.103
Re -0.074 -0.200 -0.178
S 1.567 -3.165 1.103
C 0.752 2.860 3.998
C -1.803 -2.491 -1.206
S 0.689 2.707 -0.769
C 2.550 0.025 -2.012
H 1.327 -1.631 -2.606
C -2.925 0.706 0.020
N -1.832 -1.245 -0.713
H 1.629 2.549 -2.983
H 0.824 -5.218 1.998
H -0.568 3.285 5.670
H -5.032 1.073 0.203
H 2.513 -0.723 -0.115
H 0.134 3.459 -2.949
C -4.178 -1.146 -1.142
H -0.912 3.651 2.949
N -1.552 2.010 1.268
H 3.249 -4.830 0.997
S 0.416 0.397 2.095
H 0.300 -5.047 0.297
C 0.171 2.541 5.372
H 2.767 1.181 1.147
H -0.537 -4.148 1.612
N -1.703 1.003 0.411
H -5.051 -2.908 -2.009
H 1.514 2.128 3.732
O 0.999 -2.268 -0.026
C -0.212 1.369 -3.060
H -0.299 1.557 5.375
H 2.997 2.943 -1.324
H 1.208 3.849 4.008
H 3.428 -0.607 -2.153
H 2.672 3.367 0.341
H 3.743 -3.353 0.147
H 2.815 1.009 -2.384
C 1.401 -0.562 -2.816
C -0.537 1.909 2.089
H 0.971 2.548 6.110
C 2.936 1.252 0.077
C -2.939 -3.127 -1.669
H 2.584 -4.480 -0.629
H -5.105 -0.592 -1.108
C 2.921 -4.047 0.312
N -0.273 2.865 2.950
H -0.613 -0.571 -2.842
C -4.077 1.546 0.408
H -1.264 1.572 -2.851
C 0.617 2.553 -2.585
C 2.475 2.620 -0.425
H -4.012 1.792 1.468
N 0.094 0.046 -2.448
C -4.145 -2.440 -1.645
C -3.011 -0.570 -0.666
N 2.212 0.136 -0.568
H -0.839 -2.983 -1.229
H -4.034 2.504 -0.121
H -2.874 -4.139 -2.045
H 1.601 -0.437 -3.883
H -0.099 1.294 -4.145
C 0.414 -4.536 1.251

---

This record from the OMol25 dataset describes C18H34AuBN7O3PS2 as an isolated structure in a non-equilibrium geometry. The level of theory is ωB97M-V with the def2-TZVPD basis set.

Computed properties:
net charge = +2
2S+1 = 3
lowest unoccupied orbital energy (spin up / spin down) = -4.46 / -8.50 eV
orbital gap (spin up / spin down) = 9.40 / 5.70 eV
<S²> = 2.0348
energy above the lowest of the compared OMol25 structures with the same formula, charge and spin = 0.4108 eV
highest occupied orbital energy (spin up / spin down) = -13.86 / -14.20 eV

Geometry (Å):
H 3.009 2.034 -3.529
H 2.072 -4.249 2.633
C -0.091 2.054 -0.026
H 4.229 2.237 -1.217
N -0.576 0.822 -0.062
H -0.994 5.194 -0.130
H -3.763 -2.787 -0.131
C -1.707 -1.800 -3.675
H -2.925 1.901 0.788
C 4.100 1.167 -1.079
C 1.812 3.447 0.784
H -2.310 -0.294 -0.181
H -1.408 -1.419 -4.629
H 1.810 0.019 4.866
H 0.369 4.709 -1.145
H -3.775 -4.265 -1.104
H -2.134 -2.436 2.270
C 2.673 -3.470 3.094
H 1.623 1.346 0.692
Au 0.161 -0.728 1.214
C -2.155 3.059 -0.849
N 1.399 -0.644 -2.585
H 3.358 -3.035 2.366
H 1.173 -2.782 -2.026
S -0.897 -2.984 -0.125
H -2.420 -2.624 4.018
H -1.838 0.496 -1.697
N 1.204 2.197 0.345
H -3.793 1.660 -0.742
H 3.927 0.939 -0.028
H 0.639 0.950 3.889
N -0.817 -2.023 -2.680
B 0.732 -2.033 -2.829
C -2.814 1.806 -0.293
C -1.908 0.625 -0.609
H -2.269 -4.066 2.981
C 2.573 1.176 -3.058
C 1.577 0.345 -3.496
H 3.243 -3.895 3.921
O 1.849 -2.450 3.666
H 0.317 0.630 5.614
C -0.192 4.462 -0.237
H 2.530 3.792 0.031
H -3.888 -2.195 -3.768
H 1.011 0.392 -4.405
N -2.819 -2.628 -1.976
S 2.443 -1.270 -0.132
H -4.828 -2.913 -1.553
H 0.977 -2.337 -3.945
H 5.018 0.665 -1.383
O 0.050 -0.973 4.400
C 0.753 0.227 4.701
C -1.920 -3.049 3.148
N 2.993 0.698 -1.861
P 0.454 -1.908 3.183
C 0.722 4.490 0.981
H 0.140 4.265 1.878
H -2.696 3.953 -0.528
H -2.152 3.039 -1.945
O -0.518 -3.131 3.372
C -1.505 -2.526 -1.639
H 1.155 5.481 1.095
H 2.351 3.264 1.716
N -0.788 3.145 -0.368
C -3.855 -3.177 -1.145
C 2.260 -0.408 -1.581
C -2.951 -2.188 -3.250

---

This record from the OMol25 dataset describes a 2-piece molecular cluster, C18H34BF8O2 overall. The level of theory is ωB97M-V with the def2-TZVPD basis set.

Computed properties:
net charge = -1
lowest unoccupied orbital energy = 2.77 eV
orbital gap = 7.83 eV
highest occupied orbital energy = -5.06 eV

Geometry (Å):
B -0.426 -0.469 -1.261
F -2.095 2.354 3.112
F -3.248 4.391 1.814
O 2.812 2.236 -2.103
H -1.811 -0.585 0.582
C 1.142 0.981 0.423
H 2.833 -5.430 -0.303
C 2.626 1.214 -3.059
C 3.101 -4.462 0.138
C 3.244 1.750 -0.840
C -2.635 2.110 1.891
H 6.081 -2.690 -0.039
H 4.558 -1.803 0.002
H -2.041 -3.025 0.867
H 2.797 2.163 1.225
F -1.328 3.760 0.946
C 1.216 -3.356 1.466
H -2.420 -1.432 -0.820
H 1.012 -4.367 1.861
C -3.196 3.362 -0.330
F -7.669 2.510 0.570
H 3.370 -4.669 1.188
H 2.185 -2.516 -0.260
H -2.606 4.085 -0.890
C -6.628 3.375 0.600
H 1.964 -2.922 2.149
H 0.188 -1.461 1.719
H 3.377 0.661 -0.909
C -0.077 -2.512 1.562
H 3.581 0.739 -3.333
H 0.667 1.083 1.412
F -6.091 3.346 1.833
H -2.057 1.341 1.381
C 0.081 0.996 -0.700
C 2.239 2.052 0.284
O -4.538 3.805 -0.467
H -0.565 -2.835 2.494
C -1.495 -1.248 -0.248
H 0.454 1.620 -1.524
F -3.909 1.688 2.082
F -6.231 3.053 -1.655
H 4.022 -3.522 -1.557
H 4.938 -2.945 1.288
H -0.810 -3.315 -0.341
H -1.000 -0.271 -2.345
C 4.337 -3.902 -0.576
H 4.228 2.190 -0.631
H 1.927 0.444 -2.702
H -6.988 4.381 0.379
C -1.127 -2.596 0.425
C -2.641 3.419 1.095
H 0.557 -1.182 -1.489
H 2.202 1.684 -3.952
H 1.161 -3.866 -0.637
H -3.033 2.376 -0.764
C -5.590 2.954 -0.453
C 1.891 -3.509 0.098
C 5.016 -2.773 0.206
H 5.062 -4.705 -0.772
F -5.235 1.674 -0.305
H -0.800 1.546 -0.325
H 1.638 -0.002 0.436
H 1.782 3.028 0.061

---

no.,energy (eV)
1,-62084.82035
2,-64800.09903
3,-71108.38701
4,-45729.19201